Formula: C17H20N2O5
Source: the OMol25 dataset
Level of theory: ωB97M-V/def2-TZVPD

Results
HOMO energy   -8.7 eV
Lowest unoccupied orbital energy   0.78 eV
SMILES   O=C(CN1C(=O)NC2(CCCC2)C1=O)OCCOc1ccccc1
Calculated total energy   -31172.9724 eV

Each line ends with the Mulliken charge.
CARTESIAN COORDINATES (ANGSTROEM)
1 O -0.043 -0.696 -0.522  -0.577
2 C 0.334 0.420 -0.288  0.652
3 C 1.151 0.811 0.939  -0.930
4 N 1.496 -0.366 1.685  0.199
5 C 0.714 -0.840 2.752  0.198
6 O -0.196 -0.241 3.261  -0.648
7 N 1.233 -2.040 3.088  -0.167
8 C 2.292 -2.480 2.212  1.882
9 C 3.604 -2.810 2.952  -1.147
10 C 3.690 -4.334 2.943  -0.631
11 C 3.130 -4.690 1.570  -0.622
12 C 1.927 -3.759 1.420  -1.049
13 C 2.437 -1.274 1.290  -0.225
14 O 3.236 -1.123 0.402  -0.667
15 O 0.101 1.478 -1.056  -0.258
16 C -0.685 1.254 -2.227  -0.316
17 C -0.679 2.538 -3.058  -0.733
18 O -1.415 3.579 -2.472  -0.421
19 C -2.782 3.537 -2.481  0.783
20 C -3.560 2.595 -3.143  -0.263
21 C -4.943 2.683 -3.088  -0.699
22 C -5.561 3.696 -2.381  -0.539
23 C -4.786 4.637 -1.721  -0.386
24 C -3.410 4.560 -1.769  -0.505
25 H 0.548 1.460 1.580  0.409
26 H 2.056 1.334 0.620  0.323
27 H 0.813 -2.629 3.786  0.261
28 H 3.609 -2.381 3.953  0.356
29 H 4.436 -2.389 2.385  0.337
30 H 4.708 -4.690 3.088  0.411
31 H 3.060 -4.754 3.729  0.266
32 H 2.849 -5.738 1.485  0.386
33 H 3.870 -4.463 0.803  0.299
34 H 1.706 -3.528 0.379  0.312
35 H 1.036 -4.204 1.866  0.366
36 H -0.254 0.424 -2.796  0.423
37 H -1.701 0.984 -1.922  0.371
38 H -1.032 2.318 -4.073  0.425
39 H 0.345 2.916 -3.112  0.306
40 H -3.112 1.791 -3.707  0.315
41 H -5.536 1.945 -3.607  0.354
42 H -6.638 3.754 -2.342  0.378
43 H -5.257 5.434 -1.164  0.365
44 H -2.789 5.283 -1.263  0.408



Formula: C32H51B3Br3Cl3F4MgN2O8S2
Source: the OMol25 dataset
Level of theory: ωB97M-V/def2-TZVPD

Results
HOMO energy   -5.7 eV
Lowest unoccupied orbital energy   -3.72 eV
Calculated total energy   -341055.8840 eV

Each line ends with the Mulliken charge.
CARTESIAN COORDINATES (ANGSTROEM)
1 C 4.010 1.418 5.758  -0.771
2 C 5.422 1.827 5.032  -0.399
3 N 5.307 2.202 3.571  -0.040
4 C 4.476 1.222 2.773  -0.410
5 C 4.739 -0.389 2.618  0.460
6 C 5.981 -1.116 3.409  -1.270
7 C 3.758 -1.345 1.657  -0.600
8 O 4.111 -2.799 1.546  -0.717
9 C 4.970 -2.964 0.363  0.211
10 C 6.541 -3.313 0.687  -1.164
11 C 2.457 -0.699 0.828  0.078
12 C 2.228 0.913 1.008  0.874
13 C 3.178 1.863 1.948  -0.078
14 O 2.902 3.303 2.081  -0.153
15 C 3.459 4.079 0.963  -0.066
16 C 4.856 4.808 1.502  -0.872
17 S 0.787 1.711 0.039  -0.395
18 C -0.424 0.262 -0.153  0.856
19 C -2.012 0.648 -0.319  0.367
20 C -2.534 2.202 -0.358  -0.559
21 C -3.197 2.748 1.038  -0.180
22 C -4.690 3.457 0.808  -0.683
23 C -4.622 5.103 0.751  -0.168
24 O -5.947 5.701 1.091  -0.534
25 C -3.114 -0.555 -0.493  0.505
26 C -4.728 -0.216 -0.678  -0.535
27 C -5.205 -0.493 -2.227  -0.579
28 C -4.769 0.731 -3.271  -0.640
29 S -3.114 0.410 -4.126  1.062
30 O -3.324 0.840 -5.624  -0.547
31 O -2.687 -1.094 -4.078  -0.558
32 O -1.844 1.411 -3.536  -0.413
33 C -2.541 -2.107 -0.466  -1.019
34 C -0.924 -2.493 -0.293  -0.016
35 B -0.549 -4.093 -0.299  0.001
36 O 0.693 -4.648 0.285  -0.211
37 C -1.602 -5.223 -0.954  -0.541
38 C -1.788 -5.051 -2.587  -0.583
39 C 0.193 -1.257 -0.139  -0.892
40 N 1.650 -1.644 -0.031  1.071
41 B 2.157 -1.647 -1.494  0.512
42 C 1.959 -0.360 -2.527  -0.444
43 O 2.875 -2.829 -2.086  -0.654
44 H 4.111 1.765 6.896  0.344
45 H 3.069 2.021 5.344  0.175
46 H 3.816 0.253 5.810  0.227
47 H 6.295 1.031 5.185  0.221
48 H 5.811 2.806 5.593  0.374
49 H 6.272 2.194 3.171  0.366
50 H 5.779 -0.999 4.578  0.293
51 H 6.037 -2.295 3.234  0.165
52 H 6.997 -0.647 3.063  0.255
53 H 4.982 -1.939 -0.249  0.171
54 H 4.565 -3.848 -0.329  0.280
55 H 7.095 -3.725 -0.285  0.357
56 H 7.174 -2.353 1.004  0.219
57 H 6.679 -4.141 1.534  0.245
58 H 2.703 4.978 0.774  0.376
59 H 3.605 3.473 -0.028  0.260
60 H 5.756 4.060 1.603  0.166
61 H 4.703 5.402 2.504  0.250
62 H 5.140 5.586 0.643  0.378
63 H -1.700 2.961 -0.744  0.490
64 H -3.390 2.252 -1.187  -0.381
65 H -2.500 3.642 1.413  0.101
66 H -3.230 1.959 1.904  0.234
67 H -5.153 3.119 -0.238  0.319
68 H -5.436 3.074 1.654  0.355
69 H -3.791 5.575 1.432  0.221
70 H -4.420 5.389 -0.388  0.170
71 H -6.576 4.923 1.297  0.330
72 H -5.015 0.860 -0.302  -0.056
73 H -5.291 -0.982 0.041  0.416
74 H -6.386 -0.512 -2.248  0.436
75 H -4.842 -1.534 -2.644  0.242
76 H -5.586 0.705 -4.139  0.404
77 H -4.846 1.798 -2.775  0.282
78 H -1.000 1.178 -4.035  0.320
79 H -3.343 -2.983 -0.563  0.041
80 H 0.775 -4.250 1.201  0.268
81 H -1.173 -6.316 -0.758  0.300
82 H -2.668 -5.192 -0.418  0.278
83 H -0.760 -4.858 -3.132  0.197
84 H -2.265 -6.066 -2.996  0.318
85 H -2.575 -4.205 -2.792  0.095
86 H 2.431 0.617 -2.071  0.128
87 H 0.798 -0.234 -2.737  -0.075
88 H 2.495 -0.524 -3.572  0.371
89 H 2.483 -3.681 -1.724  0.275
90 B -2.276 -1.479 3.464  0.506
91 F -1.618 -0.446 2.680  -0.192
92 F -1.962 -1.292 4.871  -0.339
93 F -3.714 -1.391 3.272  -0.441
94 F -1.809 -2.786 3.032  -0.385
95 Br -5.131 2.279 -10.489  -0.141
96 C -3.703 1.965 -9.199  -0.482
97 C -2.617 3.009 -9.319  -0.512
98 Br -1.477 2.665 -10.864  -0.142
99 H -3.344 0.945 -9.361  0.390
100 H -4.187 2.024 -8.220  0.208
101 H -1.946 2.969 -8.457  0.304
102 H -3.003 4.026 -9.427  0.378
103 Mg 3.124 -4.544 1.189  0.447
104 C -2.908 -4.731 6.289  -0.071
105 Cl -3.391 -3.819 7.729  -0.151
106 Cl -3.724 -4.099 4.849  -0.061
107 Cl -1.149 -4.678 6.080  -0.122
108 H -3.207 -5.773 6.425  0.341
109 Br 1.324 4.297 1.919  -0.048



Formula: C4H7NO
Source: the OMol25 dataset
Level of theory: ωB97M-V/def2-TZVPD

Results
HOMO energy   -9.5 eV
Lowest unoccupied orbital energy   1.00 eV
SMILES   O[C@H]1C[C@H]2N[C@@H]12
Calculated total energy   -7796.5812 eV

Each line ends with the Mulliken charge.
CARTESIAN COORDINATES (ANGSTROEM)
1 O 1.847 0.788 0.316  -0.552
2 C 0.903 0.245 -0.559  -0.220
3 C 0.341 -1.176 -0.219  -0.582
4 C -1.042 -0.565 0.109  -0.218
5 N -0.789 0.492 1.105  -0.580
6 C -0.517 0.750 -0.339  -0.301
7 H 1.375 0.865 1.164  0.393
8 H 1.302 0.357 -1.572  0.398
9 H 0.845 -1.691 0.600  0.267
10 H 0.305 -1.803 -1.119  0.292
11 H -1.985 -1.110 0.021  0.380
12 H -1.549 1.183 1.110  0.263
13 H -1.035 1.665 -0.618  0.461



Formula: C11H11ClLaO2
Source: the OMol25 dataset
Level of theory: ωB97M-V/def2-TZVPD

Results
HOMO energy   -3.4 eV
Lowest unoccupied orbital energy   2.20 eV
Total charge   -1
Calculated total energy   -29065.4516 eV

Each line ends with the Mulliken charge.
CARTESIAN COORDINATES (ANGSTROEM)
1 C 1.998 0.834 2.153  -0.636
2 C 2.422 -0.115 1.174  -0.636
3 C 1.594 -1.275 1.292  0.005
4 H 3.259 -0.020 0.465  0.356
5 C 0.642 -1.024 2.329  -0.604
6 C 0.902 0.271 2.863  -0.777
7 H 0.248 0.788 3.583  0.538
8 H 2.334 1.882 2.188  0.508
9 H 1.742 -2.231 0.772  0.432
10 H -0.101 -1.755 2.681  0.366
11 La 0.026 1.118 0.597  1.505
12 Cl 0.944 2.850 -1.084  -0.630
13 C -1.415 -0.660 -2.728  -0.514
14 C -1.762 -1.684 -1.800  -0.599
15 C -0.566 -2.379 -1.445  -0.522
16 H -2.747 -1.842 -1.372  0.388
17 C 0.519 -1.786 -2.158  -0.552
18 C -0.005 -0.718 -2.951  -0.615
19 H 0.576 -0.012 -3.545  0.384
20 H -2.098 0.101 -3.138  0.362
21 H -0.482 -3.150 -0.696  0.439
22 H 1.564 -2.032 -2.049  0.440
23 O -3.735 2.830 1.619  -0.484
24 C -2.630 2.384 1.530  0.332
25 O -2.241 1.287 0.855  -0.517
26 H -1.687 2.857 1.984  0.031



Formula: C10H16
Source: the OMol25 dataset
Level of theory: ωB97M-V/def2-TZVPD

Results
HOMO energy   -9.1 eV
Lowest unoccupied orbital energy   1.02 eV
SMILES   Cc1ccccc1.CCC
Calculated total energy   -10628.6664 eV

Each line ends with the Mulliken charge.
CARTESIAN COORDINATES (ANGSTROEM)
1 C 1.827 0.473 1.931  -1.530
2 C 0.864 -0.613 1.537  0.874
3 C 1.221 -1.457 0.461  -0.558
4 C 0.246 -2.319 -0.001  -0.338
5 C -0.955 -2.543 0.674  -0.556
6 C -1.175 -1.876 1.856  -0.481
7 C -0.315 -0.827 2.217  -0.308
8 H 1.783 1.428 1.431  0.273
9 H 2.846 0.062 1.914  0.363
10 H 1.832 0.655 3.005  0.430
11 H 2.157 -1.225 -0.026  0.415
12 H 0.347 -2.624 -1.039  0.324
13 H -1.577 -3.380 0.378  0.404
14 H -2.069 -1.992 2.459  0.349
15 H -0.697 -0.034 2.849  0.325
16 C -1.792 1.091 -1.409  -0.732
17 C -0.642 2.083 -1.766  -0.310
18 C 0.624 1.325 -2.125  -1.015
19 H -2.302 0.935 -2.361  0.328
20 H -2.541 1.590 -0.789  0.305
21 H -1.308 0.263 -0.901  0.010
22 H -0.992 2.785 -2.514  0.346
23 H -0.364 2.741 -0.928  0.255
24 H 1.223 0.847 -1.348  0.126
25 H 0.369 0.647 -2.926  0.318
26 H 1.390 1.962 -2.579  0.385



Formula: C2H7NS
Source: the OMol25 dataset
Level of theory: ωB97M-V/def2-TZVPD

Results
HOMO energy   -8.5 eV
Lowest unoccupied orbital energy   0.94 eV
SMILES   CN(C)S
Calculated total energy   -14511.3796 eV

Each line ends with the Mulliken charge.
CARTESIAN COORDINATES (ANGSTROEM)
1 C 0.580 -1.335 -0.008  -0.738
2 N -0.238 -0.052 -0.422  -0.235
3 C 0.307 1.145 0.281  -0.768
4 S -1.974 -0.215 -0.195  -0.204
5 H 0.210 -2.146 -0.598  0.294
6 H 1.590 -0.929 -0.151  0.269
7 H 0.483 -1.456 1.027  0.336
8 H -0.206 2.036 -0.010  0.291
9 H 0.117 1.111 1.357  0.329
10 H 1.430 1.297 -0.008  0.284
11 H -2.299 0.543 -1.273  0.141